Molecular formula: C27H30CrN5S2Si2
Method: DFT, ωB97M-V/def2-TZVPD

The HOMO-LUMO gap (alpha / beta) is 7.6 / 6.6 eV. Its expectation value of S² is 3.87. Its spin multiplicity is 4. For the LUMO energy (alpha / beta), the calculation gives 0.0104 / 0.0099 Eh. The HOMO energy (alpha / beta) comes out at -7.31 / -6.30 eV.

Each line ends with the Mulliken spin population.
Cartesian coordinates (Å):
Cr (-0.51, -0.10, -0.23)  3.658
C (-1.11, -1.67, 3.07)  -0.002
Si (-0.28, -0.17, 2.24)  -0.245
C (-0.88, 1.25, 3.36)  0.004
C (1.57, -0.40, 2.64)  0.023
C (2.03, -0.63, 3.95)  0.009
C (3.37, -0.82, 4.23)  0.000
C (4.30, -0.78, 3.20)  0.001
C (3.88, -0.55, 1.90)  0.004
C (2.52, -0.35, 1.60)  -0.010
Si (1.95, 0.12, -0.17)  -0.207
C (2.67, 1.83, -0.48)  0.001
C (2.96, -0.91, -1.40)  -0.007
H (-0.97, -1.62, 4.15)  -0.002
H (-0.71, -2.62, 2.72)  0.003
H (-2.19, -1.68, 2.88)  0.004
H (-0.99, 0.90, 4.39)  -0.003
H (-1.85, 1.63, 3.03)  0.002
H (-0.17, 2.08, 3.37)  0.002
H (1.31, -0.67, 4.77)  -0.001
H (3.69, -1.00, 5.25)  0.000
H (5.36, -0.93, 3.41)  0.000
H (4.62, -0.51, 1.11)  -0.001
H (3.76, 1.80, -0.40)  -0.003
H (2.29, 2.57, 0.23)  0.001
H (2.41, 2.18, -1.49)  0.002
H (4.03, -0.81, -1.18)  -0.003
H (2.80, -0.52, -2.41)  0.004
H (2.72, -1.98, -1.41)  0.001
C (-0.30, -1.13, -4.51)  0.005
C (-0.38, 0.12, -5.10)  0.008
C (-0.45, 1.25, -4.31)  -0.001
C (-0.46, 1.12, -2.92)  0.037
N (-0.39, -0.10, -2.36)  -0.126
C (-0.31, -1.19, -3.13)  0.048
C (-0.51, 2.25, -1.97)  -0.052
C (-0.53, 3.57, -2.41)  -0.017
C (-0.56, 4.61, -1.49)  0.025
C (-0.55, 4.31, -0.13)  -0.017
C (-0.52, 2.99, 0.30)  -0.042
C (-0.48, 1.92, -0.60)  -0.099
H (-0.23, -2.04, -5.09)  0.000
H (-0.38, 0.22, -6.18)  0.000
H (-0.51, 2.23, -4.76)  -0.001
H (-0.24, -2.14, -2.61)  -0.003
H (-0.53, 3.81, -3.46)  0.000
H (-0.58, 5.64, -1.83)  0.002
H (-0.57, 5.12, 0.60)  -0.001
H (-0.51, 2.79, 1.36)  0.015
N (-3.56, 1.83, -0.35)  0.009
C (-3.69, 0.49, -0.36)  0.030
N (-2.69, -0.35, -0.35)  -0.099
C (-3.15, -1.66, -0.40)  0.015
C (-4.48, -1.82, -0.46)  0.006
S (-5.25, -0.27, -0.44)  0.001
C (-2.12, -2.71, -0.30)  0.049
C (-2.30, -4.04, -0.28)  0.002
S (-0.81, -4.83, 0.08)  0.000
C (-0.03, -3.29, 0.19)  0.033
N (-0.81, -2.28, -0.08)  -0.071
N (1.27, -3.18, 0.54)  0.010
H (-2.63, 2.22, -0.23)  -0.001
H (-4.36, 2.41, -0.18)  0.000
H (-5.06, -2.73, -0.48)  0.000
H (-3.21, -4.60, -0.42)  0.000
H (1.73, -3.97, 0.95)  -0.001
H (1.59, -2.27, 0.86)  0.003

Molecular formula: C4H17O10
Method: DFT, ωB97M-V/def2-TZVPD

The HOMO-LUMO gap is 8.9 eV. Its spin multiplicity is 1. For the LUMO energy, the calculation gives 0.1009 Eh. Its net charge is -1. The HOMO energy comes out at -6.14 eV.

Each line ends with the natural charge from an NBO analysis.
Cartesian coordinates (Å):
O (1.68, -0.17, -1.64)  -0.791
C (0.79, 0.22, -0.82)  0.773
O (0.13, -0.47, -0.02)  -0.837
C (0.43, 1.68, -1.00)  -0.518
C (-0.19, 2.22, 0.32)  -0.529
C (0.80, 2.56, 1.41)  0.800
O (0.29, 2.43, 2.69)  -0.755
O (1.97, 2.80, 1.26)  -0.566
H (-0.37, 1.72, -1.78)  0.237
H (1.21, 2.28, -1.46)  0.235
H (-0.76, 3.13, 0.07)  0.231
H (-0.89, 1.49, 0.67)  0.243
H (0.91, 1.91, 3.23)  0.502
H (-3.49, -0.23, 0.64)  0.468
H (-1.97, -0.31, 0.44)  0.477
O (-2.81, -0.18, -0.03)  -0.949
H (1.90, -1.75, -2.56)  0.507
H (0.66, -2.63, -2.08)  0.477
O (1.42, -2.58, -2.66)  -0.994
H (-1.24, 0.40, 2.48)  0.469
H (-1.88, 1.49, 3.09)  0.471
O (-2.03, 0.54, 3.05)  -0.939
H (2.32, -2.72, 0.54)  0.453
H (2.68, -2.42, -0.89)  0.494
O (3.00, -2.90, -0.09)  -0.957
H (-0.64, -0.65, -3.46)  0.467
H (-1.08, -0.39, -2.17)  0.473
O (-1.49, -0.40, -3.06)  -0.940
H (0.25, -2.55, 1.11)  0.467
H (-0.99, -1.88, 1.18)  0.472
O (-0.59, -2.67, 1.55)  -0.942

Molecular formula: C65H141N7O9
Method: DFT, ωB97M-V/def2-TZVPD

The HOMO-LUMO gap (alpha / beta) is 7.6 / 3.2 eV. Its expectation value of S² is 0.75. Its spin multiplicity is 2. For the LUMO energy (alpha / beta), the calculation gives -0.0727 / -0.2343 Eh. Its net charge is +1. The HOMO energy (alpha / beta) comes out at -9.62 / -9.62 eV.

Each line ends with the Mulliken spin population.
Cartesian coordinates (Å):
C (-4.90, 2.28, -0.62)  0.000
O (-4.92, 1.32, -1.68)  0.000
H (-3.91, 2.16, -0.19)  0.001
H (-5.18, 3.31, -0.85)  0.000
H (-5.58, 1.87, 0.13)  0.000
H (-4.21, 1.54, -2.28)  0.000
C (-2.10, 3.00, -2.96)  -0.001
O (-3.03, 2.15, -3.64)  0.000
H (-1.05, 2.70, -3.06)  0.000
H (-2.17, 4.05, -3.21)  0.000
H (-2.30, 2.84, -1.90)  0.000
H (-2.87, 2.18, -4.59)  0.000
C (7.16, 0.50, -0.80)  0.000
C (6.74, -0.90, -1.33)  0.000
C (5.29, -1.11, -0.64)  0.000
C (4.12, -0.48, -1.50)  -0.011
C (4.20, -0.88, -2.97)  0.004
C (5.69, -0.57, -3.62)  0.000
N (6.78, -1.09, -2.82)  0.000
O (7.98, -0.80, -3.38)  0.000
C (5.78, -1.15, -5.09)  0.000
C (5.81, 1.02, -3.79)  0.000
C (7.75, -1.96, -0.70)  0.000
H (7.95, 0.98, -1.38)  0.000
H (7.54, 0.43, 0.22)  0.000
H (6.35, 1.21, -0.60)  0.000
H (5.10, -2.15, -0.37)  0.000
H (5.23, -0.48, 0.25)  0.000
H (4.04, 0.59, -1.32)  0.000
H (3.19, -0.87, -1.11)  0.014
H (3.42, -0.65, -3.70)  0.000
H (4.15, -1.96, -3.05)  0.000
H (6.46, -0.46, -5.58)  0.000
H (6.09, -2.19, -5.19)  0.000
H (4.86, -1.02, -5.66)  0.000
H (4.98, 1.26, -4.45)  0.000
H (5.74, 1.52, -2.82)  0.000
H (6.79, 1.41, -4.06)  0.000
H (7.55, -3.02, -0.87)  0.000
H (7.93, -2.03, 0.37)  0.000
H (8.75, -1.71, -1.05)  0.000
H (8.35, -1.69, -3.48)  0.000
C (-6.15, -1.45, 4.47)  0.000
C (-6.55, -0.98, 3.07)  0.000
C (-5.38, -1.30, 2.09)  0.001
C (-5.69, -1.21, 0.61)  -0.001
C (-6.82, -2.21, 0.31)  0.000
C (-8.03, -1.97, 1.23)  0.000
N (-7.72, -1.72, 2.64)  0.000
O (-8.90, -1.53, 3.36)  0.000
C (-8.89, -0.83, 0.47)  0.000
C (-8.80, -3.28, 1.03)  0.000
C (-6.88, 0.50, 3.08)  0.000
H (-7.06, -1.65, 5.05)  0.000
H (-5.40, -0.85, 4.98)  0.000
H (-5.87, -2.50, 4.38)  0.000
H (-4.62, -0.54, 2.28)  0.000
H (-5.05, -2.31, 2.31)  0.000
H (-4.84, -1.43, -0.03)  0.001
H (-6.04, -0.18, 0.50)  0.000
H (-6.49, -3.23, 0.17)  0.000
H (-7.15, -1.96, -0.70)  0.000
H (-8.46, 0.17, 0.53)  0.000
H (-9.27, -1.15, -0.50)  0.000
H (-9.76, -0.75, 1.13)  0.000
H (-8.23, -4.14, 1.39)  0.000
H (-9.72, -3.27, 1.61)  0.000
H (-8.94, -3.39, -0.04)  0.000
H (-5.90, 0.95, 3.22)  0.000
H (-7.60, 0.69, 3.88)  0.000
H (-7.29, 0.92, 2.17)  0.000
H (-9.19, -0.74, 2.89)  0.000
C (0.21, -3.55, 0.85)  0.026
C (-0.32, -2.13, 1.15)  -0.030
C (0.73, -1.54, 2.19)  0.017
C (0.74, -0.02, 2.32)  -0.026
C (0.97, 0.54, 0.88)  0.019
C (-0.17, 0.18, -0.06)  -0.022
N (-0.31, -1.31, -0.11)  0.692
O (-1.16, -1.79, -1.13)  0.094
C (-1.50, 0.89, 0.35)  0.102
C (0.30, 0.67, -1.50)  0.016
C (-1.72, -2.28, 1.85)  0.084
H (-0.54, -4.10, 0.29)  -0.001
H (0.45, -4.02, 1.81)  0.007
H (1.11, -3.54, 0.24)  -0.004
H (0.58, -2.02, 3.16)  -0.001
H (1.75, -1.75, 1.88)  -0.003
H (1.50, 0.32, 3.02)  -0.001
H (-0.20, 0.33, 2.74)  0.001
H (1.97, 0.21, 0.58)  -0.022
H (1.11, 1.62, 0.93)  0.002
H (-1.94, 0.38, 1.21)  0.008
H (-1.22, 1.93, 0.50)  0.014
H (-2.13, 0.61, -0.50)  -0.010
H (-0.46, 0.64, -2.29)  0.007
H (0.50, 1.75, -1.49)  0.005
H (1.17, 0.11, -1.83)  -0.002
H (-2.45, -2.73, 1.18)  -0.002
H (-2.13, -1.37, 2.29)  -0.005
H (-1.54, -2.84, 2.77)  -0.001
H (-0.52, -1.74, -1.84)  0.022
C (2.94, 3.79, -1.00)  -0.001
C (1.97, 4.96, -1.14)  0.001
C (2.67, 6.18, -0.54)  0.000
C (2.37, 7.49, -1.23)  0.000
C (2.13, 7.49, -2.80)  0.000
C (1.12, 6.38, -3.19)  0.000
N (1.56, 5.12, -2.61)  0.000
O (0.95, 3.98, -3.20)  0.000
C (-0.25, 6.77, -2.69)  0.000
C (1.13, 6.40, -4.75)  0.000
C (0.65, 4.76, -0.34)  0.000
H (2.54, 2.92, -1.52)  0.001
H (3.10, 3.42, 0.01)  0.000
H (3.95, 4.05, -1.33)  0.000
H (2.43, 6.24, 0.52)  0.000
H (3.76, 6.20, -0.55)  0.000
H (3.21, 8.13, -0.98)  0.000
H (1.60, 8.03, -0.68)  0.000
H (3.10, 7.32, -3.26)  0.000
H (1.71, 8.44, -3.14)  0.000
H (-0.37, 6.96, -1.62)  0.000
H (-0.73, 7.53, -3.30)  0.000
H (-0.98, 5.97, -2.85)  0.000
H (2.13, 6.19, -5.15)  0.000
H (0.40, 5.67, -5.09)  0.000
H (0.89, 7.34, -5.25)  0.000
H (0.77, 3.86, 0.28)  0.000
H (-0.19, 4.46, -0.96)  0.000
H (0.14, 5.52, 0.25)  0.000
H (1.65, 3.59, -3.72)  0.000
C (3.12, -9.56, 5.75)  0.000
C (2.51, -8.90, 4.47)  0.000
C (1.06, -8.28, 4.75)  0.000
C (1.08, -6.96, 5.54)  0.000
C (1.89, -5.97, 4.73)  0.000
C (3.32, -6.42, 4.43)  0.000
N (3.33, -7.81, 3.90)  0.000
O (4.62, -8.30, 3.37)  0.000
C (3.80, -5.49, 3.36)  0.000
C (4.17, -6.43, 5.70)  0.000
C (2.41, -10.03, 3.40)  0.000
H (3.02, -8.90, 6.61)  0.000
H (4.19, -9.72, 5.71)  0.000
H (2.53, -10.44, 6.03)  0.000
H (0.53, -8.20, 3.80)  0.000
H (0.49, -8.98, 5.36)  0.000
H (1.41, -7.04, 6.58)  0.000
H (0.10, -6.53, 5.70)  0.000
H (2.10, -5.17, 5.44)  0.000
H (1.33, -5.64, 3.85)  0.000
H (3.25, -5.60, 2.43)  0.000
H (3.54, -4.45, 3.59)  0.000
H (4.89, -5.53, 3.40)  0.000
H (4.46, -5.43, 6.01)  0.000
H (3.59, -6.88, 6.50)  0.000
H (5.11, -6.98, 5.57)  0.000
H (1.89, -9.75, 2.48)  0.000
H (1.80, -10.86, 3.76)  0.000
H (3.36, -10.38, 3.00)  0.000
H (4.29, -8.60, 2.52)  0.000
C (-2.03, 3.65, 5.73)  0.000
C (-1.46, 4.52, 4.60)  0.000
C (-2.50, 4.49, 3.34)  -0.001
C (-3.63, 5.60, 3.51)  0.000
C (-3.08, 6.93, 3.72)  0.000
C (-2.20, 6.95, 4.97)  0.000
N (-1.13, 5.94, 4.88)  0.000
O (-0.15, 6.15, 5.79)  0.000
C (-1.49, 8.31, 5.02)  0.000
C (-3.13, 6.78, 6.19)  0.000
C (-0.20, 3.82, 4.01)  0.000
H (-1.64, 2.64, 5.65)  0.000
H (-3.10, 3.79, 5.53)  0.000
H (-1.67, 4.06, 6.67)  0.000
H (-2.08, 4.74, 2.37)  0.000
H (-2.93, 3.51, 3.14)  0.000
H (-4.27, 5.19, 4.29)  0.000
H (-4.40, 5.75, 2.76)  0.000
H (-3.81, 7.71, 3.91)  0.000
H (-2.51, 7.30, 2.87)  0.000
H (-0.65, 8.43, 4.33)  0.000
H (-2.09, 9.14, 4.66)  0.000
H (-1.11, 8.58, 6.00)  0.000
H (-2.51, 6.74, 7.09)  0.000
H (-3.83, 7.59, 6.38)  0.000
H (-3.65, 5.83, 6.13)  0.000
H (0.45, 3.54, 4.85)  0.000
H (0.24, 4.52, 3.30)  0.000
H (-0.37, 2.89, 3.48)  0.000
H (0.56, 6.27, 5.15)  0.000
C (2.37, -1.07, -7.40)  0.000
C (0.86, -1.32, -7.65)  0.000
C (0.65, -2.61, -8.42)  0.000
C (0.70, -3.86, -7.47)  0.000
C (-0.29, -3.67, -6.32)  0.000
C (-0.17, -2.35, -5.53)  -0.003
N (-0.07, -1.26, -6.47)  0.000
O (-0.03, 0.04, -5.77)  0.000
C (-1.44, -2.16, -4.67)  0.004
C (1.16, -2.65, -4.68)  0.001
C (0.37, -0.21, -8.60)  0.000
H (2.90, -1.88, -6.89)  0.000
H (2.49, -0.27, -6.67)  0.000
H (2.82, -0.64, -8.29)  0.000
H (-0.27, -2.85, -8.96)  0.000
H (1.51, -2.64, -9.08)  0.000
H (1.69, -4.13, -7.11)  0.000
H (0.43, -4.66, -8.16)  0.000
H (0.01, -4.51, -5.69)  0.000
H (-1.29, -3.81, -6.72)  0.000
H (-2.34, -2.26, -5.28)  0.000
H (-1.60, -2.92, -3.91)  0.001
H (-1.53, -1.16, -4.23)  -0.001
H (1.03, -3.56, -4.09)  0.001
H (2.07, -2.86, -5.25)  0.000
H (1.39, -1.80, -4.04)  0.000
H (0.52, 0.84, -8.36)  0.000
H (-0.72, -0.18, -8.73)  0.000
H (0.92, -0.37, -9.53)  0.000
H (-0.94, 0.30, -5.93)  0.000

no.,total energy (hartree)
1,-3740.57650
2,-915.12888
3,-3620.81639